one.
The following is a DFT calculation (wB97M-V/def2-TZVPD) of a single C4H7BrO2 molecule.

The geometry in ORCA input format:
```
! wB97M-V def2-TZVPD RIJCOSX def2/J DEFGRID3
* xyz 0 1
C 1.1083 -1.2057 -1.1700
H 1.4223 -0.3546 -2.8560
H -1.8576 -0.1782 0.3054
O 0.7934 -1.3045 0.3565
H -0.7216 0.0107 2.5035
C -0.2962 0.4806 1.5719
H -1.1989 1.3763 -0.1702
O 0.8152 -0.0497 0.8804
H -2.3402 1.1532 1.2499
C 1.3002 -0.1038 -1.8253
C -1.5048 0.7422 0.6261
Br 1.1303 -2.9902 -1.8743
H 0.0671 1.4328 1.8853
H 1.2823 0.9911 -1.4831
*
```

Computed properties:
* E_LUMO: 0.026 Eh
* SMILES: C=C(Br)OOCC
* E_HOMO: -9.45 eV
* molecular weight: 167.002 g mol⁻¹



two.
The following is a DFT calculation (wB97M-V/def2-TZVPD) of 2 unconnected molecules or ions with the total composition C4H7BrO2.

The geometry in ORCA input format:
```
! wB97M-V def2-TZVPD RIJCOSX def2/J DEFGRID3
* xyz 0 1
C 0.0210 -0.4892 1.3839
C 0.6532 -0.6345 0.2366
H 1.0610 -2.1660 -1.1793
C -0.4560 2.5260 -0.5110
C 0.2613 -1.4710 -0.9228
H -1.3635 3.1494 -0.4472
H 1.3425 2.5508 0.0978
H 0.0709 -0.8329 -1.7870
H -0.6428 -2.0317 -0.6913
H 0.3941 0.1274 2.1829
Br 2.3489 0.2470 -0.0023
H -0.9194 -0.9858 1.5510
O -0.4037 1.4835 -1.0971
O 0.5286 3.0938 0.1466
*
```

Computed properties:
* E_LUMO: 0.027 Eh
* SMILES: C=C(C)Br.O=CO
* E_HOMO: -9.52 eV
* molecular weight: 167.002 g mol⁻¹



three.
The following is a DFT calculation (wB97M-V/def2-TZVPD) of 2 unconnected molecules or ions with the total composition C4H7BrO2.

The geometry in ORCA input format:
```
! wB97M-V def2-TZVPD RIJCOSX def2/J DEFGRID3
* xyz 0 1
H 0.4931 0.3415 -1.2064
C 0.8033 0.7227 -0.2661
O -0.1706 -2.4215 -1.4090
O -1.9492 -2.8389 -0.1670
Br 1.0153 0.4815 2.8873
C -1.3344 -1.9859 -1.0400
C -0.4426 1.0942 1.7916
H -1.3411 1.0702 2.3455
H 1.5099 1.4729 -0.3896
C -0.3185 1.2994 0.4608
H 1.3410 0.1260 0.4216
H -0.0813 -3.3739 -1.1561
H -1.2150 1.5958 0.0834
H -2.6044 -2.2938 0.3080
*
```

Computed properties:
* E_LUMO: 0.023 Eh
* E_HOMO: -9.05 eV
* molecular weight: 167.002 g mol⁻¹



Energies relative to the most stable structure are one 4.505; two 0.000; three 2.760, reported in eV.



one.
The following is a DFT calculation (wB97M-V/def2-TZVPD) of a single C5H12NS molecule.

The geometry in ORCA input format:
```
! wB97M-V def2-TZVPD RIJCOSX def2/J DEFGRID3
* xyz 0 2
C -0.3466 1.3841 0.2669
C -0.2709 -2.1808 -0.9024
H -0.3929 -1.8169 -1.9181
H -0.1235 1.3566 1.3302
C 0.2937 0.1866 -0.4526
H -0.5289 2.8820 -1.2813
H 0.0297 0.3161 -1.5068
H 0.6278 -2.8065 -0.8968
C 0.1379 -1.4584 1.3601
H 1.1112 2.5573 -0.7594
H 0.9560 -2.1829 1.3926
H 1.3815 0.2497 -0.3628
H 0.4970 -0.6187 1.9539
H -1.4228 1.2215 0.1942
N -0.2173 -1.0764 0.0143
H -1.1172 -2.8343 -0.6950
H -0.7147 -1.8969 1.8895
S 0.0186 4.0249 0.7782
C 0.0813 2.6932 -0.4048
*
```

Computed properties:
* E_LUMO (alpha / beta): 0.037 / -0.066 Eh
* E_HOMO (alpha / beta): -8.29 / -8.30 eV
* molecular weight: 118.225 g mol⁻¹



two.
The following is a DFT calculation (wB97M-V/def2-TZVPD) of a single C5H12NS molecule.

The geometry in ORCA input format:
```
! wB97M-V def2-TZVPD RIJCOSX def2/J DEFGRID3
* xyz 0 2
C 0.1887 0.0059 -0.1922
H -3.8234 -2.0628 -1.0744
S 2.3979 1.6051 0.4897
N -1.2198 -0.1575 -0.0663
C -3.3276 -1.3699 -0.3971
H 0.7336 -1.7254 0.9571
H -3.9211 -0.4666 -0.2897
H -1.4067 -2.0215 -1.0604
H 0.6456 0.8882 1.7432
H -1.7754 0.6474 0.1813
C 0.9753 -1.2900 -0.0096
H 2.0340 -1.0435 0.0299
H -2.0395 -0.7109 -1.9548
H 0.4971 0.3490 -1.2037
H 0.8132 -1.9529 -0.8458
H 0.0392 2.0231 0.5480
C -1.9251 -1.0672 -0.9250
C 0.6878 1.1605 0.6776
H -3.2512 -1.8750 0.5614
*
```

Computed properties:
* E_LUMO (alpha / beta): 0.040 / -0.068 Eh
* E_HOMO (alpha / beta): -8.58 / -8.57 eV
* molecular weight: 118.225 g mol⁻¹



Energies relative to the most stable structure are one 0.394; two 0.000, reported in eV.



one.
The following is a DFT calculation (wB97M-V/def2-TZVPD) of a molecular structure, C5H12N2O3.

The geometry in ORCA input format:
```
! wB97M-V def2-TZVPD RIJCOSX def2/J DEFGRID3
* xyz 0 1
H 1.0369 2.6314 1.1994
O -0.7158 -1.0387 -2.4502
C 1.1598 -0.5947 -0.0674
H -1.4135 -1.5384 -2.8856
H -1.4027 0.3358 1.5754
H -1.1759 0.1880 -1.7299
H 1.0574 2.1883 -0.5244
C -1.0014 -1.5807 -0.6876
C 1.3263 1.8470 0.4852
N -1.4790 -0.0951 -0.4363
H 0.8001 0.9055 2.7413
C 0.6194 0.5360 0.8189
H -1.2112 1.7207 0.5599
H 2.1268 -0.9272 0.3281
O -1.8907 -2.4438 -0.5307
H 2.4157 1.7183 0.5407
N 0.2393 -1.7124 -0.0503
O 0.9093 0.1495 2.1565
H 1.3461 -0.2129 -1.0846
C -0.8986 0.6714 0.6610
H -2.4944 -0.1238 -0.4062
H 0.6461 -2.6242 -0.2134
*
```

Computed properties:
* E_LUMO: 0.018 Eh
* E_HOMO: -9.39 eV
* molecular weight: 148.162 g mol⁻¹



two.
The following is a DFT calculation (wB97M-V/def2-TZVPD) of 2 unconnected molecules or ions with the total composition C5H12N2O3.

The geometry in ORCA input format:
```
! wB97M-V def2-TZVPD RIJCOSX def2/J DEFGRID3
* xyz 0 1
H -1.3292 0.6088 2.1286
H -1.5195 -2.0807 -1.4004
O 2.0153 -0.5486 0.5407
C -0.5695 -1.9337 -0.8955
H 3.5455 1.9316 -0.9628
H 4.1086 0.4737 -0.1424
H 3.4727 1.7281 0.8313
O 1.3127 0.7829 -1.2449
N -2.4040 0.0965 -0.9760
C -0.7709 -1.0769 0.3182
H -2.1521 0.8409 -1.6237
O -0.3242 -1.3146 1.4314
C 3.3478 1.2513 -0.1387
H 0.0905 -1.4094 -1.5861
H -3.3829 0.2513 -0.7411
C -2.0003 0.8278 1.3029
H -2.0387 1.8920 1.0581
N -1.5568 0.0712 0.1444
H -0.1009 -2.8685 -0.5987
H -3.0118 0.5296 1.5882
H 1.2977 -0.6776 1.2117
C 1.9700 0.6245 -0.2453
*
```

Computed properties:
* E_LUMO: 0.027 Eh
* SMILES: CC(=O)N(C)N.CC(=O)O
* E_HOMO: -9.26 eV
* molecular weight: 148.162 g mol⁻¹



Energies relative to the most stable structure are one 1.130; two 0.000, reported in eV.



one.
The following is a DFT calculation (wB97M-V/def2-TZVPD) of a single C3H5NS3 molecule.

The geometry in ORCA input format:
```
! wB97M-V def2-TZVPD RIJCOSX def2/J DEFGRID3
* xyz 0 1
S -2.9592 -0.6901 -0.7241
H 0.4091 0.9628 1.1651
H 1.6812 1.2920 0.0456
N -0.5423 -0.9464 0.1856
H 0.3496 2.6072 0.4532
C 0.7371 -1.2217 -0.0605
C 0.5738 1.6184 0.2919
S 1.9235 -0.7925 -1.1197
S -0.7219 1.2371 -1.0240
H -1.0611 -1.6131 0.9553
C -1.4579 -0.3234 -0.5913
H 1.0682 -2.1302 0.4229
*
```

Computed properties:
* E_LUMO: -0.029 Eh
* SMILES: CSC(=S)NC=S
* E_HOMO: -8.54 eV
* molecular weight: 151.281 g mol⁻¹



two.
The following is a DFT calculation (wB97M-V/def2-TZVPD) of 2 unconnected molecules or ions with the total composition C3H5NS3.

The geometry in ORCA input format:
```
! wB97M-V def2-TZVPD RIJCOSX def2/J DEFGRID3
* xyz 0 1
C -0.8093 0.9405 -1.1394
H 1.1521 0.9676 2.1483
C -1.3294 -0.2535 -1.2670
H 2.0482 -1.1433 -1.0159
C 1.0031 -0.7912 -0.6609
H -0.4832 0.3446 2.3149
H -1.2443 1.9209 -0.9790
S 0.9377 -1.2888 1.8050
H -2.3331 -0.3344 -1.7996
S -0.3764 -1.6197 -1.1230
N 0.5010 0.2540 2.5169
S 0.9338 1.0034 -0.8003
*
```

Computed properties:
* E_LUMO (alpha / beta): 0.000 / 0.000 Eh
* E_HOMO (alpha / beta): -7.14 / -7.15 eV
* molecular weight: 151.281 g mol⁻¹



three.
The following is a DFT calculation (wB97M-V/def2-TZVPD) of a single C3H5NS3 molecule.

The geometry in ORCA input format:
```
! wB97M-V def2-TZVPD RIJCOSX def2/J DEFGRID3
* xyz 0 1
C 0.0825 -0.5608 0.9096
C -1.7907 0.5356 0.0603
H 0.3638 -1.0151 1.8471
H 3.0142 0.7048 -0.7150
S 1.3110 -1.0529 -1.4335
C 1.0080 0.0531 -0.0252
S -0.6559 1.6157 -0.9300
H -2.3494 -0.3224 -0.4923
N -1.1339 -0.2895 1.0703
H 0.0887 -1.6281 -1.4207
H -2.4400 1.0672 0.5991
S 2.5019 0.8924 0.5304
*
```

Computed properties:
* E_LUMO (alpha / beta): -0.029 / -0.029 Eh
* E_HOMO (alpha / beta): -8.58 / -8.58 eV
* molecular weight: 151.281 g mol⁻¹



four.
The following is a DFT calculation (wB97M-V/def2-TZVPD) of a single C3H5NS3 molecule.

The geometry in ORCA input format:
```
! wB97M-V def2-TZVPD RIJCOSX def2/J DEFGRID3
* xyz 0 1
S 0.4320 -0.2134 -1.4550
C -1.3416 -0.8581 -1.7858
H -1.9205 0.0977 -1.5153
S -1.4678 1.8244 0.2846
S 2.2377 -1.0546 0.7549
H -1.4758 -1.3207 -2.7374
H -2.0525 0.4558 2.0287
C -1.1978 0.7210 1.3715
H -0.0848 -0.8208 1.9894
C 0.7720 -0.4503 0.3295
N -0.2125 -0.2967 1.2253
H -1.6031 -1.7134 -1.1872
*
```

Computed properties:
* E_LUMO: -0.040 Eh
* SMILES: CSC(=S)NC=S
* E_HOMO: -8.43 eV
* molecular weight: 151.281 g mol⁻¹



Energies relative to the most stable structure are one 0.399; two 1.046; three 1.182; four 0.000, reported in eV.